Computed, not measured: 2 unconnected molecules or ions with the total composition C10H15Br, with the ωB97M-V functional and the def2-TZVPD basis.

Last columns: bonded neighbours and bond lengths (Å).
Cartesian coordinates (Å):
1 Br -2.1238 3.4071 -1.6818  C2 1.886
2 C -2.1270 1.7227 -2.5298  Br1 1.886, C3 1.394, C7 1.394
3 C -2.9922 0.7302 -2.0720  C2 1.394, C4 1.395, H8 1.098
4 C -2.9882 -0.5132 -2.7050  C3 1.395, C5 1.395, H9 1.098
5 C -2.1317 -0.7579 -3.7785  C4 1.395, C6 1.395, H10 1.098
6 C -1.2728 0.2476 -4.2227  C5 1.395, C7 1.395, H11 1.098
7 C -1.2641 1.4966 -3.6010  C2 1.394, C6 1.395, H12 1.098
8 H -3.6630 0.9315 -1.2264  C3 1.098
9 H -3.6668 -1.3000 -2.3501  C4 1.098
10 H -2.1335 -1.7386 -4.2723  C5 1.098
11 H -0.5960 0.0620 -5.0671  C6 1.098
12 H -0.5914 2.2938 -3.9439  C7 1.098
13 C 3.1659 0.5351 1.6726  C14 1.528, H17 1.103, H18 1.103, H19 1.103
14 C 2.2618 -0.6314 2.0699  C13 1.528, C15 1.527, H20 1.107, H21 1.107
15 C 1.3882 -0.3089 3.2801  C14 1.527, C16 1.528, H22 1.107, H23 1.107
16 C 0.4842 -1.4754 3.6774  C15 1.528, H24 1.103, H25 1.103, H26 1.103
17 H 3.7840 0.2735 0.7974  C13 1.103
18 H 3.8345 0.7973 2.5098  C13 1.103
19 H 2.5548 1.4181 1.4206  C13 1.103
20 H 1.6068 -0.8970 1.2180  C14 1.107
21 H 2.8839 -1.5165 2.3049  C14 1.107
22 H 2.0433 -0.0433 4.1321  C15 1.107
23 H 0.7662 0.5762 3.0451  C15 1.107
24 H 1.0953 -2.3583 3.9295  C16 1.103
25 H -0.1844 -1.7376 2.8403  C16 1.103
26 H -0.1339 -1.2138 4.5527  C16 1.103

Values from the calculation:
Orbital gap   9.94 eV
Total energy   -2964.0469 Eh
Lowest unoccupied orbital energy   0.029 hartree
SMILES   Brc1ccccc1.CCCC